(1)
The following is a quantum chemistry calculation of a molecular structure, C34H46BN11O8SSr at a distorted geometry, from the OMol25 dataset.

The geometry in ORCA input format:
```
! wB97M-V def2-TZVPD RIJCOSX def2/J DEFGRID3
* xyz -2 1
Sr 10.82002 11.46829 12.15188
C 7.87252 15.84535 13.45343
C 9.11475 15.00337 13.13570
C 10.37888 15.77525 12.82618
C 9.32943 14.13604 14.33934
C 8.71846 14.28002 15.61006
C 9.22195 13.22981 16.35809
N 10.09230 12.54130 15.61778
N 10.19037 13.09775 14.37223
B 10.98318 11.43146 16.28993
N 12.38220 11.23796 15.59442
C 13.48537 11.12418 16.40698
C 14.60456 11.09639 15.62422
C 14.12413 11.13906 14.29278
N 12.76815 11.25831 14.31455
C 14.89681 11.04903 13.03312
C 15.00021 9.54500 12.63990
C 16.21914 11.72845 13.19766
N 10.15484 10.11245 16.29760
C 9.92602 9.32878 17.38470
C 9.15912 8.24907 17.00799
C 8.96075 8.40910 15.61024
N 9.56772 9.56137 15.24040
C 8.18639 7.57975 14.66122
C 6.69672 7.74474 14.96948
C 8.69021 6.14974 14.81123
H 7.56096 16.44924 12.55233
H 7.04531 15.14611 13.68092
H 8.02795 16.53868 14.28569
H 8.89213 14.34671 12.28007
H 10.73065 16.39585 13.67037
H 11.20721 15.06946 12.62537
H 10.32104 16.41157 11.91174
H 7.96383 15.04112 15.88826
H 8.95372 12.97017 17.38696
H 11.15419 11.70812 17.44061
H 13.42120 11.00799 17.48079
H 15.64436 11.00228 15.91428
H 14.31140 11.57567 12.25622
H 15.56509 9.01459 13.43274
H 14.00346 9.07943 12.55294
H 15.57475 9.36491 11.73236
H 16.92816 11.11461 13.77733
H 16.70043 12.01458 12.24367
H 16.10330 12.68050 13.73517
H 10.38894 9.56198 18.34400
H 8.79677 7.40520 17.56777
H 8.34701 8.00315 13.66730
H 6.56771 7.42363 15.99904
H 6.43291 8.81312 14.90604
H 6.07402 7.13430 14.30074
H 8.35019 5.67856 15.73410
H 8.38314 5.50698 13.98019
H 9.78087 6.19656 14.83497
O 10.60038 6.90652 12.56173
C 10.44935 7.87286 11.78590
O 10.90302 9.02950 12.06551
C 9.69577 7.77946 10.37137
C 10.50741 8.37005 9.20969
C 9.81482 8.04028 7.89276
C 8.67932 9.05660 7.83839
C 8.73305 9.70297 9.20242
O 10.22277 9.90857 9.25117
C 8.40877 8.60669 10.27977
C 7.95348 9.33700 11.57584
O 6.84988 9.08883 12.10724
O 8.76477 10.24090 12.01298
H 9.51216 6.70455 10.22895
H 11.59688 8.18648 9.29720
H 10.55281 8.19377 7.09031
H 9.43220 7.00223 7.82298
H 8.89882 9.86804 7.11467
H 7.75314 8.53366 7.58897
H 8.19770 10.65634 9.34491
H 7.60825 7.97400 9.90860
N 7.38230 14.49827 8.26016
N 8.62958 14.22182 8.87591
N 9.67346 15.10024 8.85878
C 10.58839 14.46364 9.59567
N 10.09049 13.27124 10.08428
N 8.88040 13.13413 9.61978
H 7.58934 14.84548 7.29472
H 6.81051 13.65123 8.34474
H 11.58430 14.85021 9.75512
C 18.57123 10.27924 7.35152
C 17.18828 10.79796 7.73747
C 17.08490 12.06673 8.31440
C 15.91071 12.54103 8.86972
C 14.78576 11.70913 8.81531
C 14.83777 10.42063 8.23760
C 16.00200 10.01163 7.63689
S 13.25154 12.35082 9.44510
O 13.56740 13.54027 10.21232
O 12.55196 12.73839 8.22404
O 12.73792 11.26089 10.30472
H 19.31633 10.97962 7.74559
H 18.67131 10.19366 6.25962
H 18.74241 9.26606 7.73191
H 18.00113 12.66144 8.35512
H 15.85662 13.45569 9.45640
H 13.97603 9.76888 8.27606
H 16.01277 9.08852 7.05506
*
```

The HOMO-LUMO gap is 6.34 eV.

These are the Mulliken partial charges, in e, on atoms 1 to 2: number 1, Sr, carries 1.973; number 2, C, carries -1.976

=====

(2)
The following is a quantum chemistry calculation of 7 unconnected molecules or ions with the total composition C34H46BrClF18N3O14 at a distorted geometry, from the OMol25 dataset.

The geometry in ORCA input format:
```
! wB97M-V def2-TZVPD RIJCOSX def2/J DEFGRID3
* xyz 1 1
C 1.92285 0.03395 -0.11501
C 1.67911 -1.28864 -0.87966
C 1.87161 -1.18173 -2.37523
N 1.16671 -0.03919 -3.00640
N -0.14165 0.18017 -2.56011
C -0.53355 1.45054 -2.25030
C 0.25418 2.73651 -2.30770
O 0.11086 3.49247 -1.14650
C 1.21643 3.44634 -0.23241
C -1.82367 1.39796 -1.87223
N -2.17046 0.08135 -1.97522
C -3.48763 -0.52409 -1.69039
C -4.47199 0.51818 -1.20368
O -4.79178 1.49267 -1.82653
Cl -5.15757 0.18128 0.39545
C -1.17752 -0.66168 -2.41401
Br -1.17004 -2.47640 -2.75600
H 2.77270 -0.10974 0.54244
H 2.12665 0.83824 -0.80959
H 1.06738 0.25940 0.51135
H 0.68100 -1.63802 -0.61570
H 2.35709 -2.05856 -0.52911
H 2.93134 -1.00350 -2.55095
H 1.64022 -2.10327 -2.90707
H 1.19089 -0.09612 -4.01665
H 1.28113 2.55196 -2.61644
H -0.20298 3.31422 -3.11319
H 2.12063 3.03199 -0.65484
H 0.88432 2.93357 0.66699
H 1.44897 4.46894 0.04868
H -2.44742 2.20906 -1.56218
H -3.36837 -1.35875 -1.01306
H -3.86731 -0.90282 -2.63741
C 1.34235 -7.31661 1.06490
C 2.78597 -7.12955 1.47345
O 3.52432 -6.39260 0.47348
C 3.39441 -5.08188 0.49995
O 2.72389 -4.44371 1.25779
C 4.27959 -4.45248 -0.58412
F 4.17281 -5.08962 -1.75270
F 5.56364 -4.47765 -0.22792
F 3.93921 -3.17162 -0.79161
H 1.27982 -7.78634 0.08214
H 0.82173 -7.93845 1.78567
H 0.82603 -6.35809 0.99904
H 3.28151 -8.09380 1.55660
H 2.86876 -6.63635 2.44078
C -2.68592 1.34271 2.14837
C -2.83800 0.70562 3.51165
O -1.56339 0.57677 4.16438
C -1.10786 1.67033 4.76707
O -1.65439 2.72890 4.80844
C 0.23261 1.36370 5.45028
F 1.04153 0.66182 4.64513
F 0.03590 0.64353 6.55996
F 0.86306 2.47999 5.78913
H -1.96250 0.78263 1.54611
H -3.64431 1.36320 1.62148
H -2.31414 2.35750 2.23572
H -3.22780 -0.30686 3.41626
H -3.53241 1.26375 4.13835
C -0.67894 6.66101 -1.36859
C -2.18181 6.78948 -1.49544
O -2.86100 5.88734 -0.59789
C -2.97191 6.30228 0.65907
O -2.56088 7.32965 1.10066
C -3.75896 5.27208 1.48094
F -3.34732 4.01369 1.23431
F -5.06323 5.32746 1.18647
F -3.62951 5.48632 2.78058
H -0.36893 5.62568 -1.51780
H -0.18212 7.28976 -2.10690
H -0.34277 6.96155 -0.37639
H -2.50135 6.50799 -2.49687
H -2.51427 7.81172 -1.32211
C -3.20274 -2.91171 -8.49653
C -3.66098 -1.50453 -8.18177
O -2.74947 -0.85047 -7.27016
C -1.66110 -0.32801 -7.81772
O -1.36449 -0.34952 -8.97037
C -0.82469 0.37017 -6.73624
F -0.71019 -0.38364 -5.62037
F -1.38478 1.52877 -6.36810
F 0.40280 0.63532 -7.15739
H -3.06327 -3.48278 -7.57765
H -3.93815 -3.41887 -9.11885
H -2.24943 -2.90557 -9.02409
H -4.62319 -1.52574 -7.67501
H -3.78042 -0.90828 -9.08474
C 5.33226 6.53544 3.63138
C 5.36885 7.10150 2.22873
O 5.69591 6.07864 1.26288
C 4.70356 5.30408 0.87311
O 3.56776 5.37011 1.24602
C 5.22493 4.31294 -0.18345
F 6.38779 3.77366 0.17999
F 5.41492 4.93042 -1.35448
F 4.36908 3.30499 -0.39819
H 6.27258 6.03583 3.86547
H 5.16486 7.33087 4.35588
H 4.53655 5.79844 3.73726
H 6.15353 7.84954 2.14495
H 4.42876 7.58231 1.96275
C -0.80224 -6.23086 6.89446
C -1.78702 -6.20441 5.74584
O -1.40832 -7.13660 4.71337
C -1.75186 -8.40133 4.92165
O -2.33342 -8.82860 5.86994
C -1.32191 -9.25782 3.72277
F -0.07091 -8.96543 3.32568
F -2.12990 -9.05340 2.67292
F -1.36092 -10.55108 4.00497
H 0.21077 -6.05202 6.53249
H -1.05503 -5.46703 7.62850
H -0.80454 -7.20086 7.39043
H -1.78868 -5.22364 5.27458
H -2.80279 -6.40803 6.08193
*
```

The HOMO-LUMO gap is 9.77 eV.

These are the Mulliken partial charges, in e, on atoms 1 to 2: number 1, C, carries -0.768; number 2, C, carries 0.169

=====

Values of HOMO energy, in order: -2.39, -12.71, all in eV.